No. 1
C40H54N3O6P2STa as an isolated structure at a distorted geometry. Source: the Open Molecules 2025 dataset; level of theory: wB97M-V/def2-TZVPD.

Calculated values
Net charge: +2
Energy, Ha: -3309.913077
Relative energy (zero: lowest compared OMol25 entry of this formula, charge and spin), eV: 0.000
Lowest unoccupied orbital energy, eV: -6.20
Highest occupied orbital energy, Eh: -0.50638

CARTESIAN COORDINATES (ANGSTROEM)
1 Ta -0.0114 0.0697 -0.0053
2 O -1.8649 -2.7602 1.0608
3 C -0.6846 -2.6084 1.0116
4 O -0.1132 -1.8513 0.0120
5 C 0.3100 -3.1194 1.9799
6 C -0.1071 -4.1214 2.8468
7 C 0.7671 -4.6270 3.7948
8 C 2.0500 -4.1112 3.8846
9 C 2.4650 -3.0938 3.0341
10 C 1.6085 -2.5863 2.0634
11 P 2.2518 -1.2861 0.9361
12 C 3.6598 -0.5850 1.8321
13 C 4.9856 -0.9429 1.5912
14 C 6.0043 -0.3923 2.3576
15 C 5.7081 0.5043 3.3726
16 C 4.3871 0.8472 3.6327
17 C 3.3659 0.3080 2.8675
18 C 2.9247 -2.2484 -0.4704
19 C 2.3884 -3.5021 -0.7687
20 C 2.8131 -4.2098 -1.8843
21 C 3.7812 -3.6817 -2.7244
22 C 4.3349 -2.4426 -2.4354
23 C 3.9106 -1.7338 -1.3209
24 H -1.1203 -4.4908 2.7642
25 H 0.4475 -5.4141 4.4635
26 H 2.7380 -4.4970 4.6248
27 H 3.4664 -2.6993 3.1384
28 H 5.2339 -1.6717 0.8323
29 H 7.0300 -0.6783 2.1678
30 H 6.5044 0.9247 3.9719
31 H 4.1536 1.5279 4.4405
32 H 2.3378 0.5642 3.0838
33 H 1.6432 -3.9460 -0.1247
34 H 2.3902 -5.1846 -2.0881
35 H 4.1174 -4.2392 -3.5881
36 H 5.1114 -2.0322 -3.0672
37 H 4.3960 -0.7907 -1.1082
38 N 1.0581 -0.1756 -2.0562
39 C 1.2544 1.0014 -2.9695
40 C 2.6180 1.6475 -2.8232
41 C 2.7952 2.4246 -1.5303
42 N 2.6726 1.5217 -0.3698
43 H 1.9592 -0.6296 -1.8939
44 H 0.5110 -0.8771 -2.5517
45 H 0.4744 1.7326 -2.7696
46 H 1.1340 0.6520 -3.9955
47 H 2.7577 2.3258 -3.6666
48 H 3.3988 0.8836 -2.9191
49 H 2.0246 3.1932 -1.4575
50 H 3.7589 2.9408 -1.5474
51 H 2.7738 2.0486 0.4938
52 H 3.4828 0.9090 -0.3581
53 C -4.5646 5.4054 3.8705
54 C -3.6535 4.2683 3.5218
55 C -2.9199 3.6140 4.5124
56 C -2.1015 2.5426 4.2065
57 C -2.0246 2.1273 2.8793
58 C -2.7364 2.7628 1.8641
59 C -3.5474 3.8279 2.1991
60 S -0.9253 0.8472 2.5212
61 O -1.5010 0.1252 1.2605
62 O -0.7692 -0.0628 3.6000
63 N 0.4496 1.3320 1.8830
64 C 0.5891 2.7603 1.5880
65 C 0.0707 3.0735 0.1882
66 O -0.1605 4.1513 -0.2508
67 O -0.1314 1.9201 -0.5077
68 H -4.2726 5.8781 4.8058
69 H -5.5862 5.0375 3.9883
70 H -4.5753 6.1581 3.0837
71 H -2.9983 3.9445 5.5398
72 H -1.5502 2.0233 4.9791
73 H -2.6670 2.4269 0.8383
74 H -4.1120 4.3305 1.4241
75 H 1.6372 3.0544 1.6624
76 H 0.0513 3.3872 2.2994
77 C -4.1827 -2.1952 -1.1881
78 C -3.8769 -0.7100 -1.3825
79 C -4.3433 0.0849 -0.1642
80 P -2.1470 -0.2798 -1.9481
81 C -2.4262 1.2160 -3.0188
82 C -2.7528 2.5047 -2.2599
83 C -3.5019 0.9992 -4.0942
84 C -1.8198 -1.6278 -3.2059
85 C -1.2508 -2.9102 -2.5906
86 C -1.0257 -1.2446 -4.4584
87 H -5.2459 -2.2843 -0.9594
88 H -3.6297 -2.6172 -0.3563
89 H -4.0025 -2.7935 -2.0794
90 H -4.4540 -0.3725 -2.2485
91 H -3.7807 -0.1847 0.7241
92 H -5.3895 -0.1557 0.0296
93 H -4.2824 1.1616 -0.3158
94 H -1.4630 1.3463 -3.5222
95 H -3.7709 2.4737 -1.8712
96 H -2.7052 3.3468 -2.9518
97 H -2.0661 2.7159 -1.4469
98 H -4.4992 1.1427 -3.6788
99 H -3.4747 0.0201 -4.5689
100 H -3.3748 1.7484 -4.8768
101 H -2.8369 -1.8504 -3.5415
102 H -0.1874 -2.8200 -2.3537
103 H -1.3503 -3.7225 -3.3120
104 H -1.7669 -3.2030 -1.6787
105 H 0.0164 -0.9819 -4.2666
106 H -1.4702 -0.4259 -5.0187
107 H -0.9978 -2.1134 -5.1177

Here are the Löwdin charges for atoms 1 to 5, given in e:
1. Ta 1.757
2. O 0.144
3. C -0.512
4. O -0.363
5. C -0.155

---

No. 2
A 10-piece molecular cluster, C40H54N6O12 overall at a distorted geometry. Source: the Open Molecules 2025 dataset; level of theory: wB97M-V/def2-TZVPD.

Calculated values
Structure (SMILES): C[C@H]1COC(=O)O1.C[C@H]1COC(=O)O1.C[C@H]1COC(=O)O1.C[C@H]1COC(=O)O1.c1cc[nH]c1.c1cc[nH]c1.c1cc[nH]c1.c1cc[nH]c1.c1cc[nH]c1.c1cc[nH]c1
Net charge: 0
Energy, Ha: -2787.991698
Relative energy (zero: lowest compared OMol25 entry of this formula, charge and spin), eV: 0.000
Lowest unoccupied orbital energy, eV: 0.37
Highest occupied orbital energy, Eh: -0.29007

CARTESIAN COORDINATES (ANGSTROEM)
1 C 2.3364 2.7457 -3.6949
2 C 1.5017 3.5236 -2.6472
3 C 0.5670 4.5678 -3.3003
4 O -0.7132 4.0357 -3.0472
5 C -0.6698 2.9190 -2.3199
6 O -1.6224 2.3273 -1.9209
7 O 0.6207 2.5558 -2.0521
8 H 2.9840 2.0352 -3.1778
9 H 3.0578 3.4590 -4.1072
10 H 1.6967 2.2491 -4.4181
11 H 2.1553 3.9448 -1.8846
12 H 0.7445 4.7411 -4.3579
13 H 0.7921 5.4608 -2.7105
14 C 1.7071 5.6398 2.3449
15 C 1.1096 4.8675 1.1947
16 C 0.4032 3.5646 1.5906
17 O -0.9536 3.8394 1.3797
18 C -1.1377 5.0121 0.7236
19 O -2.1465 5.2764 0.1653
20 O 0.0611 5.6379 0.6145
21 H 2.4218 5.1221 2.9881
22 H 0.9294 6.0024 3.0171
23 H 2.2835 6.4677 1.9238
24 H 1.7906 4.5903 0.3901
25 H 0.6608 3.3336 2.6258
26 H 0.8309 2.7897 0.9545
27 C -1.8750 0.0414 4.0450
28 C -0.8623 0.3705 5.1200
29 C 0.3640 -0.5726 5.1743
30 O 1.4464 0.3258 5.2012
31 C 1.0874 1.5914 5.0888
32 O 1.8267 2.5166 5.0709
33 O -0.2757 1.6502 4.9121
34 H -2.2528 -0.9734 4.1764
35 H -1.3396 -0.0408 3.0911
36 H -2.6605 0.7709 3.8668
37 H -1.4009 0.4034 6.0715
38 H 0.4640 -1.2741 4.3484
39 H 0.2981 -1.1288 6.1077
40 C -1.6191 -1.2809 -1.3229
41 C -0.2444 -0.9196 -0.7464
42 C -0.2512 0.0108 0.4919
43 O 0.7605 -0.4872 1.3402
44 C 0.8142 -1.8227 1.0834
45 O 1.2578 -2.5932 1.8708
46 O 0.3439 -2.0931 -0.1447
47 H -1.3989 -1.7696 -2.2689
48 H -2.2318 -0.3973 -1.5218
49 H -2.2483 -1.8718 -0.6595
50 H 0.4428 -0.5249 -1.4972
51 H -1.2404 -0.2189 0.9051
52 H -0.2016 1.0424 0.1596
53 N -6.2041 -0.0998 -0.8497
54 C -5.4136 0.9859 -1.0873
55 C -6.1055 2.1481 -0.9276
56 C -7.4203 1.7352 -0.6592
57 C -7.4619 0.3453 -0.5585
58 H -5.9018 -1.0535 -0.8523
59 H -4.4173 0.7336 -1.4285
60 H -5.7740 3.1704 -0.9051
61 H -8.2636 2.4015 -0.5477
62 H -8.2598 -0.3081 -0.2502
63 N 3.4933 -5.8152 -0.1001
64 C 3.5127 -6.5983 -1.2273
65 C 3.4837 -5.7985 -2.3419
66 C 3.4840 -4.4671 -1.8277
67 C 3.4760 -4.4946 -0.4603
68 H 3.6305 -6.2244 0.8052
69 H 3.4796 -7.6731 -1.1463
70 H 3.3471 -6.0918 -3.3662
71 H 3.4155 -3.5797 -2.4404
72 H 3.4153 -3.7447 0.3109
73 N -0.9870 -3.6096 7.4349
74 C -0.0861 -3.7631 6.4085
75 C -0.7206 -3.6326 5.1929
76 C -2.0822 -3.5089 5.5358
77 C -2.2537 -3.5254 6.8997
78 H -0.7040 -3.6499 8.3948
79 H 0.9356 -3.8715 6.7438
80 H -0.2896 -3.6238 4.2070
81 H -2.8850 -3.4094 4.8186
82 H -3.0953 -3.2481 7.5108
83 N -1.0934 1.6460 -5.5543
84 C -0.6068 0.6582 -4.7466
85 C 0.3427 -0.0332 -5.4463
86 C 0.5047 0.6318 -6.6935
87 C -0.4435 1.6352 -6.7645
88 H -1.8523 2.2637 -5.3259
89 H -1.1670 0.4553 -3.8469
90 H 0.8321 -0.9450 -5.1456
91 H 1.1969 0.4697 -7.5043
92 H -0.5216 2.4405 -7.4744
93 N 0.4062 -4.7970 -1.9054
94 C -0.8764 -4.6317 -1.4602
95 C -1.6797 -4.4906 -2.5766
96 C -0.8913 -4.7180 -3.7226
97 C 0.4149 -4.7368 -3.2577
98 H 1.2483 -4.7731 -1.3477
99 H -1.1710 -4.4506 -0.4417
100 H -2.7462 -4.3226 -2.6094
101 H -1.1914 -4.9726 -4.7247
102 H 1.3108 -4.8598 -3.8432
103 N 4.3416 1.6151 -0.9161
104 C 3.4628 1.0099 -0.0457
105 C 3.2845 1.8573 0.9965
106 C 4.0763 3.0187 0.7944
107 C 4.7440 2.8327 -0.3879
108 H 4.7960 1.0167 -1.5836
109 H 3.2723 -0.0306 -0.2550
110 H 2.6561 1.6844 1.8580
111 H 4.1851 3.9027 1.4002
112 H 5.4032 3.4322 -0.9937

Here are the Löwdin charges for atoms 1 to 5, given in e:
1. C -0.006
2. C -0.284
3. C -0.077
4. O 0.081
5. C -0.578

---

No. 3
A 10-piece molecular cluster, C40H55N5O5 overall at a distorted geometry. Source: the Open Molecules 2025 dataset; level of theory: wB97M-V/def2-TZVPD.

Calculated values
Structure (SMILES): c1ccncc1.c1ccncc1.c1ccncc1.c1ccncc1.c1ccncc1.CC(C)=O.CC(C)=O.CC(C)=O.CC(C)=O.CC(C)=O
Net charge: 0
Energy, Ha: -2207.098650
Relative energy (zero: lowest compared OMol25 entry of this formula, charge and spin), eV: 0.000
Lowest unoccupied orbital energy, eV: 0.41
Highest occupied orbital energy, Eh: -0.34436

CARTESIAN COORDINATES (ANGSTROEM)
1 N -0.3376 0.5147 1.9461
2 C 0.7446 -0.2470 1.9831
3 C 1.0369 -1.2875 1.1311
4 C 0.1446 -1.5119 0.0858
5 C -1.0051 -0.7526 0.0048
6 C -1.2620 0.1784 1.0094
7 H 1.3974 -0.0758 2.8363
8 H 1.8581 -1.9545 1.3534
9 H 0.2236 -2.3539 -0.5907
10 H -1.7258 -0.9905 -0.7675
11 H -2.1744 0.7580 0.9373
12 N -4.5894 -0.3840 0.2171
13 C -4.8670 -1.5129 -0.4453
14 C -5.6783 -2.5177 0.0530
15 C -6.2887 -2.2944 1.2712
16 C -6.0973 -1.0853 1.9069
17 C -5.2901 -0.1225 1.3208
18 H -4.3410 -1.6830 -1.3780
19 H -5.7685 -3.4540 -0.4803
20 H -6.8751 -3.0191 1.8247
21 H -6.5947 -0.8853 2.8479
22 H -5.1878 0.8309 1.8272
23 N -1.7633 -5.4073 -0.5196
24 C -1.5275 -5.0773 0.7571
25 C -0.2290 -4.8934 1.2421
26 C 0.8462 -4.9220 0.3897
27 C 0.6035 -5.2158 -0.9498
28 C -0.7137 -5.4534 -1.3504
29 H -2.3646 -5.0555 1.4437
30 H -0.0943 -4.7569 2.3090
31 H 1.8229 -4.6668 0.7800
32 H 1.3366 -5.2095 -1.7462
33 H -0.9516 -5.7641 -2.3611
34 N -3.3798 -2.1567 -3.9393
35 C -3.0067 -0.9350 -4.2962
36 C -1.6904 -0.4890 -4.1997
37 C -0.7137 -1.2777 -3.6166
38 C -1.0676 -2.6156 -3.3689
39 C -2.3962 -2.9766 -3.5212
40 H -3.7369 -0.2496 -4.7074
41 H -1.3434 0.5109 -4.4397
42 H 0.3290 -1.0208 -3.4803
43 H -0.4172 -3.3526 -2.9186
44 H -2.7428 -3.9150 -3.1036
45 N 4.3206 1.8614 0.8966
46 C 4.4882 2.8256 -0.0061
47 C 3.8228 4.0424 0.0521
48 C 2.9539 4.3142 1.0824
49 C 2.6908 3.2704 1.9729
50 C 3.4552 2.1091 1.8900
51 H 5.1884 2.6442 -0.8130
52 H 3.9666 4.7339 -0.7706
53 H 2.3966 5.2377 1.1615
54 H 1.9851 3.3913 2.7861
55 H 3.3563 1.2651 2.5620
56 C -2.4993 4.0603 3.7080
57 C -1.1273 3.7179 3.2019
58 O -0.1712 3.5330 3.9136
59 C -0.9971 3.5969 1.6823
60 H -2.7058 5.1016 3.4479
61 H -2.4957 3.9718 4.7913
62 H -3.1868 3.4236 3.1569
63 H -0.7127 4.5029 1.1454
64 H -1.9967 3.3761 1.2873
65 H -0.4884 2.7408 1.2609
66 C -4.1470 3.2280 -0.2592
67 C -3.1847 3.2745 -1.4107
68 O -2.1687 3.9298 -1.4479
69 C -3.4705 2.3504 -2.5466
70 H -3.9598 4.1447 0.3082
71 H -3.9129 2.3968 0.4059
72 H -5.1830 3.1793 -0.5836
73 H -3.7753 1.3410 -2.2601
74 H -2.6176 2.3143 -3.2169
75 H -4.3608 2.7576 -3.0435
76 C 3.8866 -2.5755 3.9405
77 C 5.3540 -2.2984 4.1315
78 O 6.0408 -3.0425 4.7768
79 C 5.8814 -0.9385 3.7321
80 H 3.2339 -1.7076 3.8533
81 H 3.5042 -3.2352 4.7196
82 H 3.7161 -3.1535 3.0234
83 H 5.8116 -0.2824 4.5979
84 H 5.4433 -0.4958 2.8383
85 H 6.9362 -1.0969 3.4938
86 C 2.7687 -1.6069 -2.0076
87 C 4.1722 -1.7233 -2.5651
88 O 4.4607 -2.4613 -3.4731
89 C 5.2543 -0.9445 -1.8473
90 H 2.2552 -2.5650 -2.0534
91 H 2.2632 -0.8343 -2.5979
92 H 2.7422 -1.2129 -0.9938
93 H 6.2427 -1.2650 -2.1778
94 H 5.2918 -1.1320 -0.7712
95 H 5.1252 0.1236 -2.0301
96 C 0.9699 3.6816 -2.9481
97 C 1.2473 2.3293 -2.3527
98 O 1.7395 1.4388 -3.0036
99 C 0.8850 2.1890 -0.8843
100 H 1.7892 4.3742 -2.7205
101 H 0.1052 4.2156 -2.5420
102 H 0.8022 3.7176 -4.0243
103 H 0.9220 1.1353 -0.6238
104 H -0.0686 2.6987 -0.7751
105 H 1.6389 2.7811 -0.3677

Here are the Löwdin charges for atoms 1 to 5, given in e:
1. N 0.083
2. C -0.171
3. C -0.069
4. C -0.087
5. C -0.058

---

No. 4
C40H56BBeCl6F6KN5NaO7PS3 as an isolated structure at a distorted geometry. Source: the Open Molecules 2025 dataset; level of theory: wB97M-V/def2-TZVPD.

Calculated values
Net charge: +1
Energy, Ha: -8055.711169
Relative energy (zero: lowest compared OMol25 entry of this formula, charge and spin), eV: 0.000
Lowest unoccupied orbital energy, eV: -7.03
Highest occupied orbital energy, Eh: -0.31550

CARTESIAN COORDINATES (ANGSTROEM)
1 C 3.3376 4.5432 0.6650
2 C 3.1490 5.3640 -0.6249
3 C 2.0233 4.8302 -1.5121
4 C 2.3134 3.4169 -2.0647
5 C 1.0500 2.5129 -2.1305
6 N 1.3905 1.1659 -1.5775
7 C 1.5060 1.0836 -0.3160
8 C 1.9032 -0.3010 0.0606
9 C 3.2219 -0.3874 0.8261
10 C 3.2670 0.5567 2.0579
11 C 4.7041 0.4342 2.6146
12 C 5.7687 1.2049 1.7124
13 C 7.0222 0.3163 1.6262
14 C 6.9650 -0.6846 0.4672
15 O 6.9860 -2.0246 0.9935
16 C 7.8742 -2.8240 0.2741
17 C 7.3475 -3.4559 -0.9832
18 O 8.9810 -2.9775 0.6847
19 C 1.7088 -1.1669 -1.2947
20 S 3.2469 -2.1549 -1.5114
21 C 0.4628 -2.0034 -0.9746
22 C 0.5455 -3.3618 -0.7140
23 C -0.6186 -4.0446 -0.3853
24 N -1.8278 -3.5148 -0.3013
25 C -1.8807 -2.2178 -0.5741
26 C -0.8011 -1.4168 -0.8992
27 C 1.6111 -0.0626 -2.3839
28 C 2.9175 0.2910 -3.1378
29 C 3.1916 -0.6598 -4.3225
30 C 4.7182 -1.1520 -4.3273
31 S 5.6349 -0.6879 -5.8424
32 C 6.7392 0.5715 -5.2535
33 S 6.7479 1.9343 -6.0673
34 N 7.5249 0.2970 -4.1081
35 C 8.0927 -0.8809 -3.6902
36 C 8.7596 -0.5705 -2.5431
37 N 8.5880 0.7597 -2.2352
38 C 7.8386 1.2512 -3.1853
39 P 0.1585 -0.1101 -3.6406
40 O 0.7020 0.7839 -4.8334
41 Cl 0.0845 -2.0582 -4.2971
42 H 2.4524 4.5861 1.3030
43 H 3.6407 3.5184 0.4343
44 H 4.1627 4.9838 1.2358
45 H 4.1002 5.3260 -1.1597
46 H 2.9532 6.3915 -0.3210
47 H 1.9661 5.5054 -2.3676
48 H 1.0569 4.9043 -1.0070
49 H 3.1182 2.9533 -1.4928
50 H 2.6863 3.5511 -3.0795
51 H 0.2661 2.9256 -1.5041
52 H 0.7720 2.4514 -3.1780
53 H 1.3727 1.9060 0.3722
54 H 1.1370 -0.6932 0.7385
55 H 4.0565 -0.0692 0.2065
56 H 3.3820 -1.3807 1.2383
57 H 3.1753 1.5879 1.7010
58 H 2.5024 0.3079 2.7920
59 H 4.6894 0.9101 3.6153
60 H 5.0122 -0.6073 2.6305
61 H 6.0861 2.1777 2.1194
62 H 5.3782 1.4199 0.7187
63 H 7.9246 0.9214 1.5192
64 H 7.1429 -0.2571 2.5462
65 H 7.7376 -0.5241 -0.2828
66 H 6.0108 -0.5921 -0.0685
67 H 6.5618 -4.1783 -0.7591
68 H 8.1642 -3.9758 -1.4736
69 H 6.9418 -2.6622 -1.6140
70 H 3.2534 -2.9328 -0.4206
71 H 1.4711 -3.9105 -0.7375
72 H -0.5304 -5.1016 -0.1560
73 H -2.8696 -1.7461 -0.5258
74 H -0.9444 -0.3602 -1.0793
75 H 3.7713 0.2960 -2.4537
76 H 2.8676 1.2867 -3.5766
77 H 2.9079 -0.1584 -5.2789
78 H 2.5935 -1.5825 -4.1315
79 H 5.2239 -0.8391 -3.4142
80 H 4.7261 -2.2672 -4.2910
81 H 8.0123 -1.8161 -4.2143
82 H 9.3561 -1.2310 -1.9336
83 H 7.4955 2.2671 -3.2620
84 H 0.0207 0.5729 -5.6084
85 C -5.6310 0.2929 0.4652
86 Cl -6.7685 -0.6210 -0.6204
87 Cl -5.9414 -0.1991 2.1145
88 Cl -4.0002 -0.1935 -0.0116
89 Cl -5.7925 2.0367 0.3308
90 B -9.1025 -3.3583 -1.3220
91 F -8.1634 -4.3666 -1.5632
92 F -9.1948 -3.1112 0.0643
93 F -8.6382 -2.1502 -1.9420
94 F -10.3378 -3.6968 -1.8466
95 K 3.0792 -1.6494 -6.5527
96 Cl -1.3152 -0.4585 -6.2379
97 F 5.7417 0.6541 -7.8375
98 O -10.4316 0.3878 0.3516
99 C -10.2670 1.1003 1.3081
100 O -11.0588 0.9761 2.3712
101 C -10.7972 1.6446 3.6120
102 C -11.3401 3.0578 3.6178
103 C -9.2175 2.1852 1.2617
104 H -9.7344 1.6013 3.8486
105 H -11.3085 1.0584 4.3729
106 H -10.8661 3.6761 2.8550
107 H -11.1758 3.5230 4.5895
108 H -12.4091 3.0520 3.4056
109 H -9.6261 3.0483 0.7377
110 H -8.3716 1.7974 0.7136
111 H -8.8491 2.4938 2.2384
112 Na 5.7104 2.7604 3.7350
113 Be 4.4588 -4.4893 -5.1046
114 C -7.7187 -3.8402 7.0494
115 C -6.4544 -3.2702 6.9709
116 C -6.3147 -1.9362 6.6273
117 C -7.4503 -1.1887 6.3705
118 C -8.7162 -1.7424 6.4379
119 C -8.8472 -3.0781 6.7793
120 N -7.3100 0.2332 6.0268
121 O -6.1862 0.6933 5.9497
122 O -8.3270 0.8697 5.8368
123 H -7.8247 -4.8814 7.3227
124 H -5.5773 -3.8666 7.1804
125 H -5.3325 -1.4920 6.5659
126 H -9.5938 -1.1488 6.2301
127 H -9.8298 -3.5244 6.8377
128 F -7.9294 0.6560 -1.1715

Here are the Löwdin charges for atoms 1 to 5, given in e:
1. C -0.119
2. C -0.238
3. C -0.194
4. C -0.155
5. C -0.080

---

Question: Which of these has the highest energy?
Answer: C40H55N5O5

---

Question: Which of these has the lowest energy?
Answer: C40H56BBeCl6F6KN5NaO7PS3

---

Question: Number 3 is which compound?
Answer: C40H55N5O5